P | DFT (ωB97M-V/def2-TZVPD) results for an isolated molecule of C5H12O2.

```
19
C5H12O2 ωB97M-V/def2-TZVPD
C -0.7804 -0.8094 1.8183
O -0.5766 -1.4747 0.5920
C 0.5169 -1.0987 -0.2119
O 1.7469 -1.2396 0.4283
C 0.3831 0.2770 -0.9263
C -0.9708 0.3586 -1.6258
C 0.6131 1.5054 -0.0437
H -1.5165 -1.4103 2.3529
H 0.1295 -0.7647 2.4236
H -1.1805 0.1996 1.6836
H 0.5128 -1.8787 -0.9855
H 1.8428 -0.5388 1.0885
H 1.1746 0.2687 -1.6851
H -1.7796 0.2739 -0.8995
H -1.0655 1.3039 -2.1532
H -1.0763 -0.4526 -2.3448
H 1.5126 1.4064 0.5623
H 0.7475 2.3743 -0.6832
H -0.2336 1.6998 0.6093
```

**SMILES**: CO[C@H](O)C(C)C
**Net charge**: 0

***

Q | DFT (ωB97M-V/def2-TZVPD) results for C5H12O2 as an isolated structure.

```
19
C5H12O2 ωB97M-V/def2-TZVPD
C 2.2399 -0.0107 1.1810
C 0.8014 0.5018 1.2403
C 0.0922 0.5497 -0.1112
O 0.1777 -0.9355 -0.6672
C -1.3097 0.8575 -0.2335
C -1.1043 -0.9230 -1.9379
O -2.0645 0.4456 0.9066
H 2.2774 -1.0641 0.8846
H 2.8251 0.5553 0.4459
H 2.7386 0.0903 2.1512
H 0.1985 -0.0814 1.9464
H 0.7929 1.5300 1.6233
H 0.6847 1.0996 -0.8482
H -0.2607 -1.4443 0.0406
H -1.5618 1.8661 -0.5743
H -0.9685 -2.0009 -2.0537
H -2.1489 -0.6519 -1.8766
H -0.5709 -0.3599 -2.6965
H -2.8392 -0.0242 0.5790
```

**Net charge**: 0

***

R | DFT (ωB97M-V/def2-TZVPD) results for an isolated molecule of C5H12O2.

```
19
C5H12O2 ωB97M-V/def2-TZVPD
C 2.3081 0.2471 1.3626
C 0.8255 0.5265 1.1412
C 0.3364 -0.0557 -0.1855
O 0.5099 -1.4595 -0.2422
C -1.1277 0.2871 -0.4678
C -1.5698 -0.1371 -1.8646
O -1.8740 -0.4032 0.5356
H 2.5018 -0.8296 1.3316
H 2.9073 0.7162 0.5722
H 2.6543 0.6368 2.3255
H 0.2227 0.1063 1.9563
H 0.6391 1.6098 1.1363
H 0.9517 0.3577 -0.9967
H -0.2156 -1.8187 0.2911
H -1.2595 1.3735 -0.3442
H -1.7398 -1.2168 -1.8921
H -2.4967 0.3666 -2.1575
H -0.8024 0.0976 -2.6089
H -2.8039 -0.4044 0.2790
```

**SMILES**: CC[C@@H](O)[C@@H](C)O
**Net charge**: 0

***

Q is the least stable structure shown above.